{
  "formula": "C46H98F5InN5O2S",
  "method": "ωB97M-V/def2-TZVPD",
  "homo_ev": -5.4,
  "lumo_ev": 2.1,
  "total_charge": -1,
  "e_tot_ev": -90432.3451,
  "species": ["C", "C", "C", "C", "In", "C", "C", "C", "C", "C", "C", "C", "C", "C", "C", "C", "C", "N", "C", "C", "C", "C", "S", "O", "O", "C", "F", "F", "C", "F", "F", "F", "H", "H", "H", "H", "H", "H", "H", "H", "H", "H", "H", "H", "H", "H", "H", "H", "H", "H", "H", "H", "H", "H", "H", "H", "H", "H", "H", "H", "H", "H", "H", "H", "H", "H", "H", "H", "H", "H", "C", "C", "N", "C", "C", "C", "C", "H", "H", "H", "H", "H", "H", "H", "H", "H", "H", "H", "H", "H", "H", "H", "C", "C", "N", "C", "C", "C", "C", "H", "H", "H", "H", "H", "H", "H", "H", "H", "H", "H", "H", "H", "H", "H", "C", "C", "N", "C", "C", "C", "C", "H", "H", "H", "H", "H", "H", "H", "H", "H", "H", "H", "H", "H", "H", "H", "C", "C", "N", "C", "C", "C", "C", "H", "H", "H", "H", "H", "H", "H", "H", "H", "H", "H", "H", "H", "H", "H"],
  "positions_angstrom": [[2.044, -0.712, 1.293], [2.881, 0.561, 1.064], [4.149, 0.337, 0.220], [4.885, -0.908, 0.775], [3.808, -0.094, -1.937], [2.730, -1.968, -2.358], [1.193, -1.865, -2.117], [0.584, -3.249, -1.994], [-0.868, -3.292, -1.485], [-1.127, -2.308, -0.357], [-2.513, -2.423, 0.275], [-2.530, -3.176, 1.619], [-1.439, -2.695, 2.593], [-0.357, -3.718, 2.984], [0.077, -4.678, 1.878], [1.294, -5.507, 2.323], [2.556, -4.726, 1.983], [3.807, -5.407, 2.319], [3.941, -6.729, 2.580], [5.260, -6.983, 2.820], [5.941, -5.767, 2.688], [5.025, -4.809, 2.390], [2.604, 1.775, -3.198], [2.984, 1.636, -4.596], [1.152, 1.631, -3.070], [3.152, 3.531, -2.766], [4.494, 3.459, -2.620], [2.902, 4.344, -3.797], [2.594, 4.104, -1.438], [2.537, 5.455, -1.585], [1.370, 3.688, -1.142], [3.410, 3.876, -0.415], [0.994, -0.491, 1.102], [2.102, -1.082, 2.315], [2.310, -1.519, 0.615], [2.248, 1.335, 0.635], [3.210, 0.899, 2.053], [4.851, 1.158, 0.343], [4.561, -1.823, 0.276], [5.959, -0.841, 0.624], [4.676, -1.050, 1.838], [5.421, -0.225, -2.694], [3.091, -2.772, -1.714], [2.851, -2.301, -3.387], [0.759, -1.298, -2.939], [1.064, -1.275, -1.214], [1.209, -3.905, -1.387], [0.588, -3.684, -2.994], [-1.563, -3.094, -2.301], [-1.045, -4.334, -1.202], [-0.314, -2.380, 0.361], [-1.043, -1.316, -0.791], [-3.235, -2.871, -0.405], [-2.869, -1.414, 0.481], [-2.528, -4.247, 1.430], [-3.492, -2.964, 2.083], [-1.927, -2.381, 3.514], [-0.969, -1.812, 2.172], [-0.620, -4.262, 3.887], [0.526, -3.137, 3.256], [-0.734, -5.369, 1.664], [0.343, -4.134, 0.980], [1.309, -6.407, 1.715], [1.264, -5.759, 3.380], [2.560, -4.570, 0.903], [2.540, -3.731, 2.419], [3.168, -7.469, 2.604], [5.680, -7.938, 3.072], [6.997, -5.602, 2.790], [5.198, -3.762, 2.232], [2.504, 9.990, 2.707], [2.286, 8.577, 2.186], [1.114, 7.931, 2.746], [1.054, 6.505, 2.459], [0.901, 6.068, 0.998], [-0.134, 8.658, 2.602], [-0.602, 9.014, 1.184], [2.559, 10.001, 3.796], [3.443, 10.384, 2.315], [1.712, 10.672, 2.393], [3.159, 7.981, 2.461], [2.264, 8.605, 1.086], [0.244, 6.066, 3.049], [1.970, 6.056, 2.854], [-0.120, 6.218, 0.648], [1.108, 5.003, 0.910], [1.580, 6.586, 0.326], [-0.053, 9.586, 3.175], [-0.921, 8.093, 3.106], [0.211, 9.391, 0.562], [-1.363, 9.797, 1.235], [-1.055, 8.164, 0.677], [-3.729, -7.059, -1.076], [-4.553, -5.912, -1.641], [-4.034, -5.393, -2.890], [-4.653, -4.139, -3.291], [-6.149, -4.159, -3.631], [-3.839, -6.361, -3.953], [-5.057, -7.165, -4.431], [-2.685, -6.766, -0.954], [-4.119, -7.345, -0.098], [-3.768, -7.946, -1.711], [-4.538, -5.100, -0.908], [-5.604, -6.238, -1.724], [-4.100, -3.726, -4.138], [-4.501, -3.422, -2.477], [-6.339, -4.606, -4.606], [-6.528, -3.136, -3.672], [-6.737, -4.694, -2.884], [-3.072, -7.069, -3.629], [-3.392, -5.847, -4.808], [-5.665, -7.527, -3.601], [-4.720, -8.039, -4.994], [-5.694, -6.586, -5.097], [1.122, 5.512, -7.319], [-0.148, 4.792, -7.749], [-0.081, 3.358, -7.566], [-1.168, 2.647, -8.209], [-2.596, 2.890, -7.702], [0.264, 2.910, -6.220], [-0.645, 3.359, -5.068], [1.993, 5.109, -7.837], [1.042, 6.574, -7.561], [1.293, 5.435, -6.245], [-0.300, 4.989, -8.816], [-1.005, 5.245, -7.223], [-0.954, 1.575, -8.165], [-1.140, 2.902, -9.276], [-2.780, 2.387, -6.754], [-3.314, 2.487, -8.422], [-2.817, 3.951, -7.581], [1.276, 3.250, -5.997], [0.340, 1.821, -6.213], [-0.922, 4.413, -5.150], [-0.115, 3.228, -4.127], [-1.558, 2.767, -5.004], [-1.661, -0.317, 9.333], [-0.786, 0.279, 8.241], [-1.093, -0.225, 6.917], [-0.097, 0.133, 5.919], [0.083, 1.617, 5.578], [-2.478, -0.096, 6.499], [-3.094, 1.309, 6.462], [-1.605, -1.407, 9.328], [-1.323, 0.035, 10.308], [-2.707, -0.024, 9.228], [0.252, 0.018, 8.465], [-0.849, 1.377, 8.298], [-0.313, -0.419, 4.999], [0.867, -0.254, 6.264], [-0.727, 1.992, 4.954], [1.006, 1.751, 5.010], [0.154, 2.241, 6.469], [-3.089, -0.717, 7.160], [-2.584, -0.558, 5.515], [-2.835, 1.898, 7.344], [-4.183, 1.231, 6.432], [-2.791, 1.865, 5.577]],
  "forces_ev_per_a": [[-0.447, 0.300, -0.293], [0.536, -0.152, 0.178], [-0.323, -0.734, 0.083], [-0.181, 0.089, -0.428], [1.336, -0.849, 0.369], [-1.257, 0.484, -0.105], [1.348, -0.076, 0.146], [-0.799, 0.260, -0.478], [0.469, -0.355, -0.125], [-0.353, -0.131, -0.748], [0.409, 0.138, 0.788], [-0.371, 0.319, -0.193], [-0.267, -0.596, 0.188], [0.393, 0.666, -0.495], [0.073, -0.435, 1.098], [0.229, 0.485, -0.754], [0.289, -0.200, -0.470], [-1.248, 0.592, 0.151], [0.350, -0.718, 0.196], [0.193, -0.416, 0.067], [0.900, 0.061, 0.140], [0.205, 0.201, -0.044], [-0.914, -1.475, -0.893], [0.888, 0.565, -0.289], [-0.044, 0.682, 0.924], [0.079, -0.624, 0.068], [0.170, -0.005, -0.031], [-0.373, 0.220, 0.082], [-0.013, 1.368, -0.562], [-0.064, -0.142, 0.100], [0.140, -0.184, 0.005], [-0.107, -0.449, 0.135], [-0.133, -0.065, 0.046], [0.159, -0.078, 0.103], [0.120, -0.109, -0.074], [-0.011, 0.157, 0.007], [-0.129, 0.271, 0.112], [-0.224, 0.413, -0.095], [-0.003, -0.217, 0.032], [0.119, 0.024, 0.024], [0.163, 0.055, 0.248], [-0.239, 0.242, 0.024], [0.374, 0.052, 0.108], [0.416, -0.003, -0.122], [-0.265, 0.068, 0.005], [-0.365, -0.011, 0.106], [0.148, 0.096, 0.270], [0.136, -0.244, -0.082], [-0.086, 0.099, -0.123], [-0.329, 0.008, 0.281], [-0.089, 0.071, 0.206], [0.111, 0.196, -0.019], [-0.006, -0.090, -0.215], [-0.124, 0.128, -0.001], [0.266, -0.157, 0.139], [-0.209, -0.143, 0.003], [0.015, 0.175, 0.131], [0.121, 0.163, 0.013], [-0.257, -0.265, 0.011], [0.101, 0.053, 0.190], [-0.140, 0.012, -0.266], [-0.130, 0.006, -0.263], [0.022, -0.367, 0.191], [-0.106, -0.121, 0.123], [-0.069, 0.081, -0.144], [0.142, 0.075, 0.299], [-0.535, 0.273, -0.114], [0.053, -0.167, -0.003], [0.151, 0.036, 0.061], [-0.329, 0.236, -0.135], [-0.002, 0.039, -0.023], [0.034, 0.143, -0.076], [-0.054, -0.128, 0.156], [0.166, -0.216, -0.009], [-0.257, -0.003, 0.181], [-0.103, 0.233, 0.012], [-0.148, 0.009, 0.032], [-0.055, -0.019, 0.003], [0.004, -0.013, -0.005], [0.004, 0.002, 0.013], [-0.070, -0.123, -0.032], [0.053, 0.015, -0.010], [-0.060, 0.110, 0.005], [0.047, 0.102, -0.003], [0.030, 0.044, -0.091], [0.022, -0.023, 0.064], [0.025, 0.060, 0.044], [0.083, -0.004, -0.024], [0.073, -0.129, -0.024], [0.026, -0.013, 0.016], [0.015, 0.003, 0.015], [0.090, -0.019, -0.062], [-0.006, -0.046, 0.020], [0.005, -0.148, 0.079], [0.009, 0.252, -0.165], [-0.038, 0.160, 0.129], [-0.006, 0.129, -0.112], [0.131, -0.260, -0.010], [0.041, -0.025, -0.119], [0.003, 0.016, -0.058], [-0.005, 0.014, 0.001], [0.016, 0.004, 0.002], [-0.041, 0.095, -0.100], [-0.008, -0.017, 0.053], [0.047, -0.127, -0.036], [0.022, -0.088, 0.072], [-0.025, -0.066, 0.028], [0.016, 0.002, 0.017], [0.022, -0.020, 0.009], [-0.030, 0.014, 0.076], [-0.055, 0.128, 0.046], [0.014, 0.020, 0.026], [0.014, 0.003, 0.015], [-0.069, 0.012, 0.067], [-0.006, 0.081, 0.041], [0.034, 0.110, 0.060], [-0.003, -0.204, -0.085], [-0.044, -0.001, -0.198], [-0.088, -0.146, -0.031], [0.090, 0.164, 0.275], [-0.037, 0.066, 0.001], [-0.006, -0.064, 0.038], [-0.014, -0.005, -0.011], [0.021, -0.023, -0.010], [-0.092, -0.100, -0.007], [0.011, 0.059, -0.016], [0.048, 0.010, 0.106], [0.028, 0.083, 0.024], [0.023, 0.076, 0.052], [0.022, 0.008, -0.014], [0.034, 0.012, 0.016], [0.018, -0.022, -0.075], [-0.047, -0.006, -0.127], [-0.015, -0.018, -0.064], [-0.012, -0.069, 0.009], [-0.042, 0.061, -0.029], [-0.030, 0.026, 0.032], [-0.082, 0.057, 0.119], [0.065, -0.103, -0.138], [0.217, -0.018, -0.081], [0.025, -0.011, -0.128], [-0.244, -0.055, 0.072], [-0.087, -0.021, -0.096], [-0.023, -0.002, -0.054], [0.012, 0.004, -0.005], [0.001, -0.014, 0.001], [0.040, 0.035, -0.131], [0.019, 0.009, 0.052], [-0.104, -0.003, 0.022], [-0.046, -0.009, 0.106], [-0.035, 0.036, 0.051], [0.000, -0.022, 0.003], [-0.016, -0.015, 0.020], [0.059, 0.020, 0.058], [0.146, 0.031, -0.033], [0.023, -0.019, 0.012], [0.006, -0.015, 0.009], [0.067, 0.056, 0.050]]
}